{"formula": "C28H32N4Ru", "method": "the ωB97M-V functional and the def2-TZVPD basis", "e_homo_ev": [-18.11, -18.57], "e_tot_ev": -38070.904, "spin_multiplicity": 6, "fmax_ev_per_a": 1.0, "charge": 3, "lumo_ev": [-8.70, -11.81], "orbital_gap_ev": [9.4, 6.8], "species": ["Ru", "C", "N", "C", "C", "C", "C", "C", "C", "N", "C", "C", "C", "C", "C", "C", "N", "C", "C", "C", "C", "C", "N", "H", "H", "H", "H", "H", "H", "H", "H", "H", "H", "H", "H", "H", "H", "H", "H", "H", "H", "C", "C", "C", "C", "C", "C", "C", "C", "C", "C", "H", "H", "H", "H", "H", "H", "H", "H", "H", "H", "H", "H", "H", "H"], "coordinates": [[0.21129, -0.16386, -0.26644], [-1.63849, 0.39608, 2.25077], [-1.53883, -0.69502, 1.25951], [-2.79753, -0.85622, 0.47664], [-2.76946, -0.41810, -0.97481], [-3.94918, -0.38421, -1.69642], [-3.91696, -0.03361, -3.03613], [-2.70240, 0.28700, -3.63283], [-1.56760, 0.24568, -2.85768], [-1.60477, -0.10471, -1.55397], [-1.14319, -1.97196, 1.89635], [-0.76208, -2.95354, 0.82150], [-0.86232, -4.32304, 0.98382], [-0.57865, -5.14795, -0.09496], [-0.21945, -4.57989, -1.31129], [-0.10705, -3.20898, -1.38975], [-0.36648, -2.40892, -0.33893], [-1.58639, 1.72178, 1.54979], [-2.27959, 2.83190, 1.98917], [-2.15235, 4.02429, 1.28995], [-1.35563, 4.06337, 0.15285], [-0.69734, 2.91408, -0.22758], [-0.79449, 1.76885, 0.46877], [-0.80071, 0.31329, 2.94604], [-2.55435, 0.30845, 2.83851], [-3.59799, -0.31356, 0.98258], [-3.08524, -1.90846, 0.49522], [-4.88667, -0.63367, -1.21329], [-4.83279, -0.00839, -3.61278], [-2.64089, 0.56631, -4.67578], [-0.59973, 0.49910, -3.27206], [-1.96296, -2.37835, 2.49514], [-0.31017, -1.79014, 2.57826], [-1.18884, -4.73562, 1.93060], [-0.65519, -6.22293, 0.00629], [-0.02674, -5.18955, -2.18352], [0.17000, -2.72306, -2.31786], [-2.91333, 2.76414, 2.86446], [-2.68230, 4.90900, 1.61917], [-1.25286, 4.96641, -0.43373], [-0.09160, 2.89426, -1.12516], [3.90968, 3.17844, -0.41673], [2.61540, 2.76487, 0.30860], [2.63623, 3.21631, 1.76690], [2.42130, 1.27181, 0.14820], [2.39610, 0.38667, 1.24368], [2.52544, -0.99079, 1.07110], [2.67254, -1.56484, -0.20195], [3.05294, -3.00389, -0.34961], [2.51878, -0.70796, -1.30935], [2.39903, 0.68271, -1.13757], [4.09247, 4.23756, -0.24036], [3.85673, 3.03150, -1.49573], [4.76961, 2.62511, -0.03489], [1.78414, 3.26984, -0.18469], [3.47852, 2.78365, 2.31198], [1.71101, 2.97182, 2.29706], [2.75581, 4.29769, 1.80413], [2.39514, 0.78632, 2.24915], [2.59709, -1.62642, 1.94688], [2.19571, -3.66681, -0.21972], [3.78226, -3.27450, 0.41439], [3.48806, -3.19971, -1.32837], [2.61404, -1.11231, -2.31111], [2.42326, 1.32270, -2.01240]]}

{"formula": "C28H32N5", "method": "the ωB97M-V functional and the def2-TZVPD basis", "e_homo_ev": -9.22, "e_tot_ev": -37000.029, "fmax_ev_per_a": 1.4, "charge": 1, "lumo_ev": -4.03, "orbital_gap_ev": 5.2, "species": ["C", "C", "N", "C", "C", "C", "C", "C", "C", "C", "C", "C", "C", "C", "C", "C", "C", "C", "H", "H", "H", "H", "H", "H", "H", "H", "H", "H", "H", "H", "H", "H", "H", "H", "C", "N", "C", "C", "N", "C", "C", "N", "C", "C", "C", "N", "C", "C", "C", "H", "H", "H", "H", "H", "H", "H", "H", "H", "H", "H", "H", "H", "H", "H", "H"], "coordinates": [[-0.78507, -4.78504, 1.30406], [-1.47273, -3.72249, 0.55097], [-2.78626, -3.44945, 0.73570], [-3.20143, -2.41380, -0.10398], [-2.08121, -2.00305, -0.86061], [-2.17844, -0.88021, -1.67497], [-3.41703, -0.23205, -1.77181], [-4.52045, -0.64995, -1.00927], [-4.41724, -1.74421, -0.13596], [-0.94991, -2.82454, -0.42182], [0.38655, -2.63103, -0.75018], [0.83327, -2.22230, -2.04202], [0.04396, -2.34656, -3.22651], [0.45704, -1.75403, -4.41321], [1.66325, -1.04380, -4.47587], [2.01553, -0.28263, -5.71542], [2.52311, -1.06158, -3.36691], [2.13624, -1.67202, -2.18673], [0.20998, -4.92843, 0.87397], [-0.67426, -4.52040, 2.36749], [-1.34220, -5.73372, 1.24567], [-3.38354, -3.93600, 1.40335], [-1.30117, -0.53771, -2.21762], [-3.51722, 0.61633, -2.45025], [-5.46547, -0.11438, -1.09568], [-5.23503, -2.09202, 0.49385], [1.13818, -2.95366, -0.03069], [-0.90466, -2.88765, -3.18929], [-0.17500, -1.80704, -5.30434], [3.00005, 0.18071, -5.61834], [2.02660, -0.94099, -6.59100], [1.28384, 0.50995, -5.91782], [3.49598, -0.56909, -3.43623], [2.80106, -1.69296, -1.31998], [1.75138, 3.01621, -1.59404], [1.52567, 3.03735, -0.16288], [1.35975, 4.35628, 0.40669], [1.47540, 4.36660, 1.91535], [0.88649, 3.20343, 2.53145], [0.43993, 3.37186, 3.89186], [0.43726, 2.07202, 4.66457], [-0.02200, 0.95020, 3.87413], [-0.31281, -0.24039, 4.64428], [0.23069, 0.87337, 2.53289], [0.07215, -0.31642, 1.78257], [0.42794, -0.38776, 0.49798], [0.88340, 0.68005, -0.15658], [1.06525, 1.92657, 0.48621], [0.72617, 2.02974, 1.86435], [2.37635, 2.16357, -1.88059], [0.80953, 2.97367, -2.16309], [2.27566, 3.93889, -1.86200], [2.13742, 4.99253, -0.02752], [0.38495, 4.78285, 0.11419], [2.53896, 4.44196, 2.19458], [0.97906, 5.25480, 2.31447], [1.09951, 4.09131, 4.38283], [-0.57558, 3.80134, 3.90629], [1.44856, 1.87836, 5.06092], [-0.23693, 2.15427, 5.52365], [-1.07452, -0.84671, 4.14837], [0.58256, -0.85897, 4.81020], [-0.69654, 0.07627, 5.61885], [-0.31906, -1.22269, 2.24676], [1.11707, 0.56526, -1.21531]]}

{"formula": "C28H32N5OS", "method": "the ωB97M-V functional and the def2-TZVPD basis", "e_homo_ev": -11.17, "e_tot_ev": -49881.598, "fmax_ev_per_a": 2.9, "charge": 1, "lumo_ev": -4.65, "orbital_gap_ev": 6.5, "species": ["C", "C", "N", "C", "C", "S", "C", "N", "H", "H", "H", "H", "H", "H", "H", "H", "C", "N", "C", "O", "C", "C", "C", "C", "C", "C", "C", "C", "N", "C", "C", "C", "C", "C", "C", "C", "C", "N", "C", "C", "C", "C", "C", "H", "H", "H", "H", "H", "H", "H", "H", "H", "H", "H", "H", "H", "H", "H", "H", "H", "H", "H", "H", "H", "H", "H", "H"], "coordinates": [[-3.14540, -3.72565, 0.41623], [-2.49278, -5.10052, 0.49514], [-1.09367, -4.76951, 0.32677], [0.04122, -5.66551, 0.41222], [1.25645, -4.76062, 0.19952], [0.74779, -3.00740, 0.17841], [-0.93315, -3.41735, 0.30229], [-2.05226, -2.73374, 0.37472], [-3.76822, -3.66502, -0.48906], [-3.78801, -3.53684, 1.28369], [-2.67476, -5.57825, 1.46751], [-2.84050, -5.77075, -0.30079], [0.08142, -6.15696, 1.39578], [-0.02232, -6.45158, -0.35128], [1.99133, -4.87740, 1.00106], [1.73601, -4.97218, -0.76192], [2.77862, 4.59283, 0.47279], [2.06291, 3.49823, -0.14060], [2.40178, 3.03976, -1.38217], [3.29620, 3.49471, -2.08928], [1.46143, 1.87796, -1.70919], [2.19700, 0.55580, -1.93117], [3.16454, 0.61282, -3.09261], [4.52834, 0.39787, -2.87140], [5.43655, 0.55633, -3.91963], [4.97537, 0.88383, -5.20115], [3.60236, 1.03899, -5.43249], [2.69441, 0.89645, -4.37795], [0.57727, 1.84401, -0.54141], [-0.37199, 0.89127, -0.41917], [-1.26210, 0.80408, 0.64719], [-2.21567, -0.19764, 0.82274], [-3.21146, -0.09920, 1.85802], [-4.40071, -0.87391, 1.81812], [-5.33566, -0.83220, 2.84318], [-5.15452, 0.03164, 3.93474], [-6.08689, 0.04039, 5.02508], [-6.83601, 0.04213, 5.92683], [-4.04044, 0.88012, 3.95813], [-3.08060, 0.81083, 2.95637], [0.90458, 2.86428, 0.47698], [1.30595, 2.24030, 1.82193], [-0.21182, 3.90501, 0.66058], [3.60078, 4.88606, -0.18383], [2.11650, 5.45354, 0.62843], [3.18354, 4.28934, 1.44566], [0.88756, 2.14213, -2.61841], [2.73726, 0.30146, -1.00453], [1.44444, -0.22921, -2.10324], [4.86283, 0.14588, -1.86179], [6.50349, 0.43103, -3.72793], [5.68551, 1.01675, -6.01902], [3.23168, 1.28071, -6.42962], [1.61983, 1.02642, -4.53613], [-0.44041, 0.17738, -1.24553], [-1.22888, 1.60697, 1.38168], [-2.28730, -0.99091, 0.07526], [-4.58053, -1.50833, 0.94974], [-6.21926, -1.47208, 2.80889], [-3.92610, 1.58904, 4.78146], [-2.21064, 1.46665, 3.03134], [2.18629, 1.59790, 1.68097], [1.54910, 3.04072, 2.53209], [0.49786, 1.63610, 2.24011], [-0.35016, 4.45943, -0.27754], [-1.16127, 3.43913, 0.93236], [0.07525, 4.60647, 1.45480]]}

{"formula": "C28H33BBrF4N4O7SV", "method": "the ωB97M-V functional and the def2-TZVPD basis", "e_homo_ev": [-8.69, -8.87], "e_tot_ev": -167984.952, "spin_multiplicity": 3, "fmax_ev_per_a": 1.4, "charge": 0, "lumo_ev": [-0.50, -0.79], "orbital_gap_ev": [8.2, 8.1], "species": ["V", "O", "C", "C", "C", "C", "C", "C", "C", "O", "N", "N", "C", "C", "Br", "C", "C", "C", "C", "C", "C", "C", "H", "H", "H", "H", "H", "H", "H", "H", "H", "H", "H", "H", "H", "H", "C", "C", "N", "C", "C", "N", "C", "O", "O", "C", "O", "O", "H", "H", "H", "H", "H", "F", "B", "F", "F", "F", "C", "C", "C", "S", "O", "C", "C", "C", "H", "H", "H", "H", "H", "H", "H", "H", "H", "H", "H", "H", "H", "H"], "coordinates": [[-0.17747, -0.10537, -1.02514], [-3.89546, -1.90128, -2.57057], [-4.72044, -1.28818, -1.67821], [-6.09951, -1.32525, -1.86779], [-6.96530, -0.76407, -0.94723], [-6.45760, -0.16537, 0.19401], [-5.08457, -0.12068, 0.37238], [-4.18545, -0.64255, -0.55855], [-2.70100, -0.57173, -0.25736], [-1.88057, -0.68638, -1.38265], [-2.40124, 0.73251, 0.44853], [-1.30577, 1.30060, -0.11170], [-1.09447, 2.55446, -0.18988], [-0.09854, 3.05207, -1.14635], [0.08028, 1.90819, -2.68610], [0.54585, 4.21299, -1.12943], [0.58801, 5.11637, 0.02763], [0.60091, 6.49492, -0.18483], [0.63246, 7.36960, 0.88767], [0.67469, 6.87322, 2.18406], [0.70403, 5.50310, 2.40183], [0.66657, 4.62439, 1.32985], [-4.43926, -2.29204, -3.26267], [-6.49033, -1.81742, -2.75219], [-8.03264, -0.81132, -1.11824], [-7.11789, 0.25262, 0.94094], [-4.70205, 0.30756, 1.29178], [-2.44944, -1.37345, 0.44595], [-3.17974, 1.37932, 0.48662], [-1.72595, 3.27472, 0.32722], [1.07280, 4.53127, -2.02120], [0.57749, 6.88020, -1.19726], [0.63438, 8.43739, 0.71352], [0.71084, 7.55588, 3.02305], [0.78710, 5.11785, 3.40949], [0.78505, 3.56004, 1.49489], [-0.42559, 2.16716, 4.23892], [-0.36092, 0.74170, 3.82038], [-0.31061, 0.31097, 2.58506], [-0.21678, -1.05579, 2.67221], [-0.23143, -1.45108, 3.99113], [-0.31077, -0.28924, 4.70132], [-0.24140, -2.71669, 4.77542], [-0.18379, -3.85603, 4.11664], [-0.30248, -2.65820, 5.98186], [-0.04692, -1.91202, 1.47895], [-0.04639, -3.14029, 1.55496], [0.15526, -1.30428, 0.36114], [-0.65194, 2.77015, 3.36432], [0.53405, 2.49864, 4.63934], [-1.19282, 2.33242, 4.99624], [-0.33119, -0.26817, 5.70909], [-0.18382, -3.68889, 3.12814], [1.54584, 0.93873, -0.34359], [2.83955, 0.91021, 0.40349], [2.94769, 2.15528, 0.99769], [2.80451, -0.11986, 1.31130], [3.80909, 0.69385, -0.57917], [5.99334, -2.79346, -2.89474], [4.88883, -2.54514, -1.87632], [3.64533, -1.96461, -2.54640], [2.26018, -1.99178, -1.42448], [1.20937, -1.12983, -2.17163], [1.66469, -3.69451, -1.56696], [0.74888, -3.98202, -2.75704], [1.45168, -4.62101, -3.94901], [6.89904, -3.15889, -2.41142], [6.24870, -1.87519, -3.42659], [5.68732, -3.53295, -3.63740], [5.21973, -1.84603, -1.10697], [4.64967, -3.47959, -1.36025], [3.37915, -2.47622, -3.47137], [3.77793, -0.90125, -2.75093], [1.14998, -3.86273, -0.62057], [2.56853, -4.30883, -1.57684], [0.25523, -3.05766, -3.06049], [-0.04256, -4.64163, -2.39887], [2.19252, -3.95526, -4.39401], [0.73443, -4.87147, -4.73113], [1.96313, -5.54267, -3.66348]]}

Q: Among the records above, which one has the lowest charge?
A: C28H33BBrF4N4O7SV

Q: Look up the charge of the second one.
A: +1

Q: Among the records above, which one has the highest charge?
A: C28H32N4Ru

Q: Among the records above, which one has the lowest charge?
A: C28H33BBrF4N4O7SV